(i)
A gas-phase ion, C3H4NOS (charge +1), computed with ωB97M-V/def2-TZVPD.

Calculated values
Gap between HOMO and LUMO ... 8.43 eV
Highest occupied orbital energy ... -14.9270 eV
Charge ... +1
LUMO ... -0.2388 Eh

Last columns: bonded neighbours and bond lengths (Å).
Positions of all 10 atoms, in Å:
1 C 2.208 0.348 0.504  O5 1.253, S6 1.809
2 C -1.059 -0.195 0.216  C3 1.633, N4 1.215, H7 1.126
3 C -0.071 0.789 -0.635  C2 1.633, S6 1.726, H9 1.135, H10 1.116
4 N -0.595 -1.272 0.532  C2 1.215, H8 1.019
5 O 1.895 -0.854 0.338  C1 1.253, S6 1.774
6 S 1.426 0.068 -1.103  C1 1.809, C3 1.726, O5 1.774
7 H -2.028 0.202 0.629  C2 1.126
8 H -1.199 -1.928 1.026  N4 1.019
9 H -0.752 1.143 -1.471  C3 1.135
10 H 0.176 1.698 -0.036  C3 1.116

Here are the Löwdin charges for atoms 1 to 5, given in e: -0.0441 -0.2125 -0.3934 0.1015 -0.1493



(ii)
2 unconnected molecules or ions with the total composition C3H4NOS, computed with ωB97M-V/def2-TZVPD.

Calculated values
Gap between HOMO and LUMO ... 7.43 eV
Highest occupied orbital energy ... -13.7888 eV
Charge ... +1
LUMO ... -0.2337 Eh

Last columns: bonded neighbours and bond lengths (Å).
Positions of all 10 atoms, in Å:
1 C 1.895 1.262 0.561  N4 1.150, H7 1.057
2 C 1.397 -0.896 -0.593  N4 1.374, S6 1.605, H8 1.093
3 C -2.399 0.131 0.055  O5 1.226, H9 1.066, H10 1.155
4 N 1.776 0.331 -0.105  C1 1.150, C2 1.374
5 O -1.209 0.026 -0.225  C3 1.226
6 S 0.503 -1.933 0.243  C2 1.605
7 H 2.176 2.065 1.187  C1 1.057
8 H 1.951 -1.208 -1.482  C2 1.093
9 H -3.054 0.952 -0.129  C3 1.066
10 H -3.037 -0.730 0.487  C3 1.155

Here are the Löwdin charges for atoms 1 to 5, given in e: 0.3480 -0.6288 -0.0557 0.0926 -0.1332



Verdict on stability: (i) comes out at the bottom.